{
  "formula": "C34H45BrClF9N4O5SSi2TeTi",
  "method": "ωB97M-V with the def2-TZVPD basis set",
  "homo_energy_ev": [-0.15, -0.15],
  "orbital_gap_ev": [3.60, 3.60],
  "charge": -2,
  "species": ["Ti", "C", "C", "N", "O", "C", "C", "N", "O", "H", "H", "H", "H", "H", "H", "H", "Cl", "C", "C", "C", "C", "C", "C", "C", "H", "H", "H", "H", "H", "H", "C", "Si", "C", "C", "C", "Te", "C", "Si", "C", "C", "C", "H", "H", "H", "H", "H", "H", "H", "H", "H", "H", "H", "H", "H", "H", "H", "H", "H", "H", "H", "H", "H", "H", "F", "C", "F", "F", "C", "O", "C", "F", "F", "F", "C", "F", "F", "F", "Br", "C", "C", "C", "C", "C", "C", "C", "O", "O", "H", "H", "H", "H", "C", "N", "C", "C", "N", "C", "S", "H", "H", "H", "H", "H", "H"],
  "coordinates": [[-0.9286, -0.2345, -1.2167], [-2.2500, 2.4445, 1.9656], [-2.1320, 1.4980, 0.8116], [-0.9385, 1.2363, 0.2170], [0.1752, 1.8477, 0.8704], [-3.1769, 0.8353, 0.2179], [-4.6284, 0.9415, 0.5450], [-2.7643, 0.0144, -0.8159], [-3.6824, -0.6457, -1.5147], [-1.3602, 2.3981, 2.5945], [-3.1180, 2.1919, 2.5760], [-2.3593, 3.4856, 1.6388], [0.9054, 1.4310, 0.3801], [-4.8687, 1.9059, 1.0002], [-4.9599, 0.1461, 1.2245], [-5.2044, 0.8166, -0.3742], [-5.7210, -3.2428, 3.1034], [-4.1947, -2.7958, 2.3367], [-3.7918, -3.4407, 1.1804], [-2.5907, -3.0890, 0.5884], [-1.7583, -2.0917, 1.1227], [-0.5146, -1.6774, 0.4756], [-2.2152, -1.4600, 2.2957], [-3.4147, -1.7997, 2.8988], [-4.4226, -4.1996, 0.7348], [-2.2933, -3.5686, -0.3344], [0.0248, -2.4999, 0.0000], [0.1342, -1.1665, 1.1923], [-1.6063, -0.6757, 2.7328], [-3.7441, -1.2952, 3.7994], [5.1520, 2.2010, 5.1643], [4.6599, 0.4038, 5.3835], [3.2770, 0.2706, 6.6388], [6.1504, -0.5334, 6.0580], [4.1322, -0.3241, 3.7524], [2.4439, 0.7039, 2.8851], [3.6969, 2.0024, 1.7363], [3.0417, 3.6950, 1.2338], [4.5648, 4.8044, 1.1399], [1.9022, 4.3620, 2.5611], [2.2056, 3.7235, -0.4383], [5.3398, 2.6780, 6.1298], [4.3515, 2.7528, 4.6656], [6.0592, 2.2931, 4.5612], [3.5364, 0.7820, 7.5696], [3.0648, -0.7750, 6.8768], [2.3616, 0.7199, 6.2487], [6.4594, -0.1358, 7.0291], [7.0038, -0.4606, 5.3791], [5.9183, -1.5932, 6.1894], [3.8625, -1.3792, 3.8332], [4.9223, -0.2598, 2.9998], [4.0275, 1.4330, 0.8642], [4.5553, 2.1896, 2.3880], [5.1075, 4.8299, 2.0888], [4.2789, 5.8282, 0.8825], [5.2498, 4.4471, 0.3660], [2.4012, 4.4242, 3.5323], [1.0308, 3.7119, 2.6697], [1.5445, 5.3595, 2.2907], [2.7238, 4.4154, -1.1086], [1.1631, 4.0323, -0.3512], [2.2161, 2.7438, -0.9192], [-0.4273, -4.5123, -3.2886], [-1.4701, -3.7588, -3.6861], [-1.8337, -4.2203, -4.9062], [-2.4748, -4.0077, -2.8563], [-1.0867, -2.2423, -3.6925], [-0.9681, -1.8091, -2.4389], [-2.1792, -1.4693, -4.5177], [-3.4070, -1.9286, -4.2868], [-1.9711, -1.5750, -5.8583], [-2.1489, -0.1704, -4.2298], [0.2874, -2.0808, -4.4308], [0.4976, -0.7935, -4.7512], [0.3883, -2.7967, -5.5739], [1.2988, -2.4641, -3.6502], [-2.8148, 6.1172, -5.8331], [-2.7661, 4.6179, -4.6558], [-3.9399, 4.1974, -4.0493], [-3.9066, 3.1087, -3.1917], [-2.7134, 2.4420, -2.9451], [-1.5532, 2.8854, -3.5680], [-1.5638, 3.9786, -4.4276], [-0.2682, 2.1732, -3.2673], [0.8066, 2.6743, -3.7905], [-0.2614, 1.1995, -2.5385], [-4.8663, 4.7202, -4.2476], [-4.8127, 2.7649, -2.7107], [-2.6818, 1.5886, -2.2730], [-0.6491, 4.3115, -4.8960], [4.2172, -2.0191, -2.0864], [3.8070, -0.7835, -2.7121], [4.3490, -0.2593, -3.8666], [3.6319, 0.8590, -4.1374], [2.6710, 1.0383, -3.1726], [2.7855, 0.0313, -2.2999], [1.8660, -0.3183, -0.8842], [5.1423, -1.8854, -1.5205], [4.3650, -2.7819, -2.8517], [3.4287, -2.3314, -1.4064], [5.1593, -0.7409, -4.3862], [3.7306, 1.5388, -4.9683], [1.6464, 2.0608, -3.4790]],
  "forces_ev_per_angstrom": [[-0.09, -1.23, 1.22], [-0.02, -0.01, 0.06], [0.11, 0.10, -0.11], [-0.18, 0.12, 0.12], [0.00, -0.02, -0.01], [-0.01, -0.01, -0.13], [-0.04, -0.04, 0.07], [-0.26, 0.22, 0.13], [0.05, 0.08, -0.10], [0.00, -0.03, 0.02], [0.00, 0.01, -0.02], [0.04, -0.01, -0.02], [0.05, 0.00, -0.04], [0.01, -0.01, 0.01], [0.02, 0.00, 0.00], [0.01, 0.02, -0.01], [0.03, 0.01, -0.01], [-0.03, 0.01, 0.04], [0.03, 0.00, -0.04], [-0.04, -0.02, 0.01], [0.00, 0.17, 0.01], [0.05, 0.02, -0.07], [0.01, 0.00, 0.02], [0.00, -0.01, 0.00], [0.00, 0.00, 0.00], [0.00, -0.01, -0.04], [-0.06, -0.04, 0.00], [0.10, -0.01, -0.07], [0.01, 0.00, 0.00], [0.00, 0.00, -0.01], [-0.01, 0.03, 0.00], [0.01, -0.02, -0.05], [-0.05, 0.00, 0.01], [0.03, 0.01, 0.05], [0.11, 0.00, -0.02], [-0.19, 0.01, 0.03], [0.04, -0.06, 0.02], [-0.14, 0.02, 0.04], [0.03, 0.03, 0.00], [-0.01, 0.01, 0.04], [0.08, 0.04, -0.11], [0.01, -0.01, 0.00], [0.01, 0.01, 0.02], [-0.02, 0.01, -0.01], [0.01, -0.01, 0.00], [-0.01, 0.01, -0.01], [0.01, 0.00, 0.00], [0.01, -0.01, -0.01], [-0.01, 0.00, 0.00], [0.00, 0.01, 0.00], [-0.03, 0.01, 0.03], [0.00, -0.03, 0.01], [-0.01, 0.02, 0.00], [0.03, -0.04, -0.07], [-0.01, 0.00, 0.00], [0.01, 0.00, 0.00], [0.00, 0.00, 0.01], [0.00, 0.00, -0.01], [0.01, 0.00, -0.05], [0.02, 0.01, 0.01], [-0.02, 0.02, 0.01], [0.00, -0.04, -0.01], [-0.02, -0.06, -0.02], [0.00, 0.03, -0.01], [0.06, -0.03, -0.05], [0.00, 0.04, 0.02], [-0.02, 0.03, 0.04], [0.03, -0.07, 0.10], [-0.01, 0.12, -0.49], [0.02, -0.03, -0.02], [0.06, 0.03, 0.01], [-0.03, -0.01, 0.05], [-0.04, -0.04, -0.02], [0.03, 0.08, -0.04], [-0.01, -0.08, 0.00], [0.00, 0.01, 0.02], [-0.01, -0.01, 0.01], [-0.01, 0.04, -0.03], [0.05, -0.08, 0.05], [-0.07, 0.07, -0.03], [0.08, -0.06, 0.03], [-0.10, 0.10, -0.07], [0.25, -0.11, 0.03], [-0.10, 0.08, -0.04], [-0.39, 0.47, -0.15], [0.26, 0.12, -0.02], [0.36, -0.05, -0.43], [0.00, -0.01, 0.00], [-0.01, 0.00, 0.00], [-0.03, 0.07, -0.05], [0.01, -0.01, 0.01], [-0.02, 0.03, -0.02], [0.01, 0.05, -0.01], [-0.04, 0.00, -0.06], [0.09, -0.10, 0.01], [0.20, 0.24, -0.11], [-0.22, 0.03, -0.05], [0.22, 0.09, 0.10], [-0.01, 0.00, 0.01], [0.00, 0.01, 0.00], [-0.02, 0.00, 0.01], [0.00, 0.00, 0.01], [0.00, 0.00, 0.01], [-0.28, -0.31, 0.18]]
}

=====

{
  "formula": "C34H45GeN5PbS4",
  "method": "ωB97M-V with the def2-TZVPD basis set",
  "homo_energy_ev": [-0.13, -0.34],
  "orbital_gap_ev": [3.73, 3.94],
  "charge": -2,
  "species": ["Pb", "C", "C", "S", "C", "C", "S", "C", "C", "S", "H", "H", "H", "H", "H", "H", "H", "H", "H", "H", "H", "H", "S", "N", "C", "C", "C", "C", "C", "N", "C", "C", "N", "C", "C", "C", "C", "C", "N", "H", "H", "H", "H", "H", "H", "C", "C", "C", "C", "C", "C", "C", "C", "C", "C", "C", "C", "N", "H", "H", "H", "H", "H", "H", "H", "H", "H", "H", "H", "H", "H", "H", "H", "H", "H", "C", "Ge", "C", "C", "C", "H", "H", "H", "H", "H", "H", "H", "H", "H", "H"],
  "coordinates": [[-0.1588, 0.0307, -0.0057], [-3.3285, 1.9487, 2.3666], [-4.3400, 1.7290, 1.2525], [-3.8050, 0.4883, 0.0190], [-4.1965, 1.3195, -1.5496], [-3.4886, 2.6434, -1.7876], [-1.6766, 2.4946, -1.5164], [-1.3999, 3.9882, -0.5190], [-2.1243, 4.0963, 0.8197], [-1.7257, 2.7372, 1.9719], [-3.7963, 2.5313, 3.1633], [-3.0121, 0.9855, 2.7734], [-5.2595, 1.3530, 1.7056], [-4.5733, 2.6533, 0.7262], [-3.8669, 0.5897, -2.2917], [-5.2802, 1.4416, -1.6142], [-3.6442, 2.9530, -2.8234], [-3.8761, 3.4269, -1.1368], [-0.3213, 3.9688, -0.3622], [-1.6523, 4.8545, -1.1357], [-1.8049, 5.0191, 1.3084], [-3.2061, 4.1406, 0.7002], [1.6884, -3.2136, 7.6672], [2.4816, -2.2179, 6.5956], [1.6915, -2.1040, 5.5277], [1.9947, -1.3433, 4.3550], [3.1773, -0.6083, 4.2603], [3.4733, 0.0582, 3.1010], [2.5694, -0.0345, 2.0391], [1.4171, -0.6634, 2.0902], [1.0683, -1.3207, 3.2517], [-0.2002, -1.9662, 3.4008], [-1.1368, -1.8267, 2.4346], [-2.2966, -2.4220, 2.5662], [-2.6547, -3.2203, 3.6614], [-1.7346, -3.3758, 4.6674], [-0.4918, -2.7421, 4.5765], [0.4695, -2.8249, 5.6257], [0.3188, -3.5013, 6.7661], [3.8432, -0.5846, 5.1138], [4.3793, 0.6399, 2.9956], [2.7944, 0.4480, 1.0954], [-3.0050, -2.2598, 1.7602], [-3.6277, -3.6914, 3.7127], [-1.9463, -3.9733, 5.5456], [4.1474, 1.5424, -0.8226], [3.2956, 2.8061, -0.9874], [2.4389, 3.1033, 0.2464], [2.4837, 2.6995, -2.2685], [2.7087, 3.6679, -3.2298], [2.1501, 3.6087, -4.5021], [1.4198, 2.4650, -4.8182], [1.1382, 1.4709, -3.9021], [0.3970, 0.2526, -4.4307], [-1.0774, 0.2337, -4.0042], [1.0766, -1.0551, -4.0186], [1.5499, 1.5945, -2.5015], [1.1176, 0.7905, -1.5527], [4.7190, 1.5580, 0.1130], [4.8558, 1.4680, -1.6510], [3.5062, 0.6609, -0.8473], [3.9871, 3.6513, -1.1066], [1.6802, 2.3345, 0.3698], [1.9437, 4.0709, 0.1224], [3.0494, 3.1493, 1.1558], [3.3672, 4.5014, -2.9845], [2.3336, 4.3834, -5.2390], [1.0531, 2.3508, -5.8386], [0.4271, 0.3230, -5.5271], [-1.1466, -0.1077, -2.9720], [-1.6541, -0.4564, -4.6314], [-1.5088, 1.2347, -4.0874], [1.0472, -1.1324, -2.9331], [2.1176, -1.0706, -4.3525], [0.5537, -1.9166, -4.4488], [1.7347, -3.4916, -1.0432], [-0.2399, -3.5783, -0.8427], [-0.4863, -4.7408, 0.7798], [-0.8014, -4.8091, -2.3356], [-1.0647, -1.8646, -1.1178], [2.2171, -4.3829, -0.6365], [2.1197, -2.6196, -0.5099], [2.0190, -3.3918, -2.0912], [-0.0033, -5.7078, 0.6268], [-1.5404, -4.9089, 1.0069], [-0.0301, -4.2605, 1.6476], [-0.3102, -5.7813, -2.2442], [-0.5227, -4.3714, -3.2956], [-1.8812, -4.9732, -2.3451], [-2.1243, -1.9455, -0.8232]],
  "forces_ev_per_angstrom": [[-0.25, 0.47, -0.90], [0.29, 0.28, -0.08], [0.10, -0.36, -0.28], [-0.06, 0.14, 0.17], [0.05, -0.16, 0.33], [0.59, -0.03, 0.00], [-0.48, 0.48, -0.03], [-0.09, -0.33, -0.16], [0.11, -0.26, 0.30], [-0.13, -0.02, -0.22], [-0.09, -0.12, 0.03], [-0.07, 0.01, 0.09], [-0.05, 0.15, 0.03], [-0.06, 0.01, 0.07], [-0.10, -0.01, -0.05], [0.01, -0.01, -0.18], [-0.13, 0.03, 0.02], [-0.05, 0.00, -0.04], [0.05, 0.12, -0.02], [0.13, 0.08, 0.05], [-0.10, 0.07, -0.06], [0.01, 0.09, -0.03], [-0.07, 0.07, -0.24], [0.35, 0.09, 0.18], [-0.25, -0.18, 0.15], [-0.78, -0.19, -0.46], [0.33, 0.21, -0.17], [0.08, -0.08, 0.33], [-0.23, 0.10, -0.38], [-0.11, -0.83, 0.99], [1.20, 0.62, 0.15], [-0.65, -0.50, 0.19], [0.21, 0.06, -0.07], [-0.08, 0.20, -0.21], [0.19, -0.08, 0.32], [-0.36, -0.09, -0.12], [0.49, 0.44, -0.38], [0.28, 0.17, 0.04], [-0.21, -0.26, 0.29], [-0.02, -0.06, 0.02], [0.01, -0.01, -0.05], [-0.04, 0.00, -0.03], [-0.03, -0.01, -0.12], [-0.02, 0.00, -0.06], [0.03, 0.02, 0.02], [0.09, 0.09, 0.06], [-0.25, -0.25, -0.04], [0.14, 0.07, 0.04], [0.12, 0.07, -0.05], [-0.03, 0.02, -0.03], [0.05, 0.09, -0.13], [-0.05, 0.13, -0.02], [0.14, -0.03, -0.06], [-0.02, 0.05, 0.34], [0.04, -0.04, -0.12], [-0.11, -0.01, -0.12], [-0.09, 0.22, 0.00], [0.10, -0.29, 0.35], [-0.01, -0.02, 0.03], [0.00, -0.01, 0.00], [0.00, 0.00, -0.01], [-0.05, -0.02, -0.06], [-0.06, 0.01, 0.00], [-0.02, 0.02, 0.03], [0.00, 0.01, 0.01], [0.01, -0.03, 0.04], [0.01, -0.02, 0.01], [-0.02, -0.05, 0.03], [0.01, 0.04, 0.06], [-0.07, 0.01, 0.05], [-0.02, -0.04, 0.02], [-0.04, -0.02, -0.07], [0.06, -0.03, 0.03], [0.01, -0.02, 0.01], [0.01, -0.02, -0.01], [-0.17, 0.16, 0.11], [0.35, -0.97, -0.46], [-0.11, 0.51, -0.08], [0.02, 0.17, 0.14], [0.01, -0.23, 0.64], [-0.06, -0.03, 0.03], [0.06, 0.01, 0.00], [-0.05, 0.06, -0.04], [0.04, 0.02, -0.14], [-0.02, 0.01, -0.01], [-0.02, -0.04, 0.02], [0.04, 0.00, 0.04], [0.02, 0.04, -0.01], [-0.02, 0.03, 0.06], [-0.07, 0.02, -0.09]]
}

=====

Record-wise ΔE to the lowest compared entry with this formula, charge and spin values, in eV: 0.422, 0.213